(1)
{
  "formula": "Br2HNS2",
  "method": "ωB97M-V with the def2-TZVPD basis set",
  "species": ["N", "S", "S", "Br", "Br", "H"],
  "xyz": [[-0.005, 0.385, 1.092], [0.502, 1.312, -0.022], [0.237, -2.099, 0.202], [-1.227, 1.518, -1.349], [1.459, -1.131, -1.237], [-0.967, 0.015, 1.314]],
  "lowdin_charge": [-0.600, 0.304, -0.052, 0.229, 0.094, 0.024],
  "charge": 0,
  "de_lowest_kcal_mol": 40.4,
  "gap_ev": [6.952, 6.700],
  "lumo_ev": [-1.67, -1.84],
  "largest_force_ha_per_bohr": 0.037,
  "homo_energy_ev": [-8.624, -8.543]
}

(2)
{
  "formula": "C9H22NOPS",
  "method": "ωB97M-V with the def2-TZVPD basis set",
  "species": ["C", "C", "C", "C", "C", "C", "C", "C", "C", "N", "O", "P", "S", "H", "H", "H", "H", "H", "H", "H", "H", "H", "H", "H", "H", "H", "H", "H", "H", "H", "H", "H", "H", "H", "H"],
  "xyz": [[0.252, -0.002, 3.059], [2.372, -2.332, -0.335], [0.570, 2.415, -1.110], [-1.879, 1.859, -1.893], [-1.459, 2.305, 0.467], [-2.264, -2.653, -1.222], [1.089, -1.006, 2.287], [2.506, -0.890, 0.148], [-0.796, 1.810, -0.800], [1.556, -0.304, 1.111], [0.069, -0.541, -2.150], [-0.405, -0.113, -0.818], [-2.236, -1.149, -0.109], [0.673, 0.938, 2.956], [-0.793, -0.157, 2.612], [0.395, -0.306, 4.079], [3.249, -2.642, -1.079], [2.544, -3.099, 0.594], [1.358, -2.477, -0.754], [0.712, 2.471, -2.102], [0.566, 3.466, -0.927], [1.393, 1.862, -0.472], [-2.015, 2.972, -2.357], [-2.847, 1.792, -1.556], [-1.767, 1.227, -2.791], [-0.703, 2.026, 1.283], [-1.462, 3.381, 0.612], [-2.344, 1.741, 0.525], [-2.004, -2.234, -2.129], [-3.308, -2.986, -1.103], [-1.413, -3.185, -0.756], [2.015, -1.239, 2.730], [0.513, -1.927, 1.833], [3.448, -0.779, 0.831], [2.415, -0.246, -0.663]],
  "lowdin_charge": [-0.099, -0.127, -0.086, -0.134, -0.091, -0.386, -0.332, -0.359, -0.664, -0.073, -0.401, 0.660, 0.530, 0.036, 0.085, 0.061, 0.108, 0.108, 0.037, 0.032, 0.073, 0.110, 0.138, 0.023, 0.076, 0.088, 0.090, 0.039, -0.024, 0.037, 0.026, 0.095, 0.137, 0.147, 0.043],
  "charge": 0,
  "de_lowest_kcal_mol": 102.6,
  "gap_ev": [7.947, 7.603],
  "lumo_ev": [-0.69, 0.08],
  "largest_force_ha_per_bohr": 0.096,
  "homo_energy_ev": [-8.635, -7.528]
}

(3)
{
  "formula": "C11H23BO6P2S2",
  "method": "ωB97M-V with the def2-TZVPD basis set",
  "species": ["C", "C", "C", "C", "P", "C", "C", "O", "S", "O", "O", "C", "C", "C", "O", "P", "S", "C", "C", "B", "O", "O", "H", "H", "H", "H", "H", "H", "H", "H", "H", "H", "H", "H", "H", "H", "H", "H", "H", "H", "H", "H", "H", "H", "H"],
  "xyz": [[-2.245, -0.596, 2.495], [-1.652, -0.705, 1.092], [-0.350, 0.093, 0.986], [-0.650, 1.619, 1.122], [-2.053, 2.363, 0.176], [-3.623, 2.368, 1.120], [-2.245, 1.623, -1.488], [0.492, 2.436, 0.738], [1.789, 1.963, 1.624], [2.618, 3.127, 1.731], [2.572, 1.098, 0.457], [2.095, -0.199, 0.120], [2.957, -0.478, -1.148], [3.299, -1.902, -1.553], [4.252, -2.104, -2.302], [2.593, -1.472, 1.407], [2.571, -0.904, 3.271], [0.585, -0.242, -0.222], [0.204, -1.496, -1.039], [0.235, -1.335, -2.614], [1.180, -2.031, -3.335], [-0.701, -0.583, -3.310], [-2.423, 0.425, 2.812], [-3.149, -1.187, 2.588], [-1.533, -1.022, 3.200], [-2.380, -0.505, 0.310], [-1.386, -1.756, 0.995], [0.175, -0.212, 1.892], [-0.847, 1.830, 2.171], [-3.610, 3.246, 1.753], [-3.861, 1.483, 1.704], [-4.442, 2.513, 0.422], [-1.974, 0.569, -1.501], [-1.597, 2.144, -2.182], [-3.274, 1.675, -1.823], [3.917, -0.001, -0.977], [2.517, 0.075, -1.974], [2.750, -2.783, -1.179], [3.893, -1.900, 1.091], [1.700, -2.536, 1.189], [0.490, 0.611, -0.902], [0.811, -2.348, -0.752], [-0.812, -1.828, -0.838], [1.590, -1.485, -4.008], [-0.478, 0.349, -3.321]],
  "lowdin_charge": [-0.085, -0.230, -0.293, -0.487, 0.962, -0.287, -0.275, -0.357, 0.904, -0.351, -0.300, -0.603, -0.101, -0.275, 0.051, 0.465, 0.165, -0.232, -0.044, -0.633, 0.165, 0.151, 0.051, 0.080, 0.084, 0.101, 0.107, 0.072, 0.107, 0.029, 0.015, 0.036, 0.008, 0.032, 0.046, 0.137, 0.136, 0.114, 0.007, 0.003, 0.135, 0.076, 0.103, 0.119, 0.091],
  "charge": 0,
  "de_lowest_kcal_mol": 0.0,
  "gap_ev": 7.973,
  "lumo_ev": -0.04,
  "largest_force_ha_per_bohr": 0.051,
  "homo_energy_ev": -8.009
}

(4)
{
  "formula": "C4H11NO3",
  "method": "ωB97M-V with the def2-TZVPD basis set",
  "species": ["O", "C", "O", "C", "C", "C", "N", "H", "H", "H", "H", "H", "H", "H", "H", "H", "H", "H", "O"],
  "xyz": [[0.292, -1.481, -2.487], [1.338, 1.326, 0.314], [1.531, 1.371, 1.587], [0.020, 1.494, -0.296], [1.020, -0.127, -0.191], [0.056, -0.949, 0.758], [-1.018, -1.585, 0.044], [2.151, 1.872, -0.255], [-0.036, 1.815, -1.344], [-0.874, 1.698, 0.285], [1.979, -0.569, -0.002], [0.739, -0.351, -1.240], [0.609, -1.736, 1.305], [-0.400, -0.209, 1.430], [-0.861, -1.829, -0.943], [-1.809, -0.875, 0.053], [-3.386, 0.153, 1.188], [0.584, -1.651, -3.404], [-2.580, 0.443, 0.729]],
  "lowdin_charge": [0.044, -0.420, 0.209, 0.264, -0.098, -0.244, -0.003, 0.211, 0.150, 0.110, 0.171, 0.081, 0.134, 0.103, 0.048, 0.035, 0.079, 0.073, 0.055],
  "charge": 1,
  "de_lowest_kcal_mol": 234.4,
  "gap_ev": [6.260, 5.710],
  "lumo_ev": [-6.69, -7.20],
  "largest_force_ha_per_bohr": 0.074,
  "homo_energy_ev": [-12.951, -12.915],
  "spin_multiplicity": 2
}

(5)
{
  "formula": "O8S2Sn",
  "method": "ωB97M-V with the def2-TZVPD basis set",
  "species": ["Sn", "S", "O", "O", "O", "O", "S", "O", "O", "O", "O"],
  "xyz": [[-1.113, 0.907, 1.967], [1.322, 1.152, 0.119], [0.815, -0.113, -0.440], [0.772, 1.407, 1.449], [2.783, 1.221, 0.089], [0.668, 1.894, -0.970], [-1.047, -1.299, -0.445], [-2.232, -2.004, -0.884], [-1.428, -0.452, 0.676], [-0.005, -2.283, -0.050], [-0.536, -0.429, -1.511]],
  "lowdin_charge": [1.043, 0.223, -0.448, -0.595, -0.374, -0.374, 0.242, -0.386, -0.625, -0.386, -0.320],
  "charge": -2,
  "de_lowest_kcal_mol": 165.6,
  "gap_ev": 3.610,
  "lumo_ev": 5.19,
  "largest_force_ha_per_bohr": 0.187,
  "homo_energy_ev": 1.584
}

Number 1: molecular weight 238.957 g/mol. Number 2: molecular weight 223.322 g/mol. Number 3: molecular weight 388.193 g/mol. Number 4: molecular weight 121.136 g/mol. Number 5: molecular weight 310.837 g/mol.